Below is C20H43N2OP2Tb as an isolated structure in a non-equilibrium geometry, with properties calculated with ωB97M-V/def2-TZVPD.

Cartesian coordinates (Å):
Tb1 -0.478 -0.005 -0.521
P1 0.034 -2.713 -0.848
P2 0.036 2.719 -0.528
N1 1.595 0.035 -1.264
C1 1.718 -2.527 -1.602
H1 2.360 -3.305 -1.160
H2 1.630 -2.752 -2.676
C2 2.423 -1.155 -1.422
H3 3.119 -1.233 -0.557
H4 3.096 -1.016 -2.295
C3 2.424 1.234 -1.282
H5 3.096 1.198 -2.165
H6 3.120 1.210 -0.413
C4 1.720 2.620 -1.299
H7 1.630 2.969 -2.340
H8 2.362 3.340 -0.768
C5 0.265 3.604 1.078
C6 -0.883 3.285 2.045
H9 -0.634 3.694 3.034
H10 -1.047 2.206 2.166
H11 -1.827 3.743 1.721
C7 -1.117 3.680 -1.615
C8 -2.523 3.762 -0.998
H12 -3.223 4.121 -1.765
H13 -2.565 4.466 -0.156
H14 -2.897 2.787 -0.654
C9 -1.113 -3.530 -2.054
C10 -2.522 -3.689 -1.460
H15 -3.218 -3.944 -2.270
H16 -2.897 -2.766 -0.994
H17 -2.569 -4.496 -0.717
C11 0.260 -3.792 0.634
C12 -0.897 -3.613 1.626
H18 -0.641 -4.133 2.560
H19 -1.830 -4.047 1.244
H20 -1.080 -2.561 1.878
C13 -2.859 -0.081 0.637
C14 -0.605 5.038 -2.088
H21 -0.518 5.763 -1.272
H22 0.363 4.961 -2.597
H23 -1.329 5.445 -2.808
C15 -0.601 -4.818 -2.693
H24 -1.323 -5.131 -3.460
H25 0.368 -4.679 -3.187
H26 -0.515 -5.640 -1.974
C16 0.525 -5.269 0.336
H27 0.816 -5.763 1.274
H28 -0.374 -5.784 -0.026
H29 1.345 -5.418 -0.378
C17 0.515 5.109 0.971
H30 -0.392 5.658 0.684
H31 0.807 5.480 1.964
H32 1.329 5.356 0.278
H33 1.188 3.140 1.472
H34 1.175 -3.374 1.094
H35 -1.185 3.030 -2.508
H36 -1.177 -2.772 -2.859
O1 -3.884 -0.118 1.167
H37 0.085 0.129 -2.576
H38 -0.743 0.123 -2.585
C18 1.620 0.649 4.761
C19 0.897 -0.556 4.130
C20 0.424 -0.315 2.785
N2 0.090 -0.158 1.680
H39 2.625 0.762 4.338
H40 1.728 0.521 5.843
H41 1.071 1.583 4.592
H42 1.576 -1.423 4.100
H43 0.030 -0.846 4.742

Results
LUMO level (spin up / spin down)   -6.87 / -6.71 eV
Electronic energy   -67462.675 eV
Multiplicity   7
HOMO energy (spin up / spin down)   -0.5133 / -0.5168 Eh
Orbital gap (spin up / spin down)   7.0960 / 7.3492 eV
Net charge   +2

And the Mulliken charges, in e, turn out to be:
1 Tb 0.104
2 P 0.879
3 P 0.844
4 N 0.152
5 C -0.892
6 H 0.377
7 H 0.485
8 C -1.131
9 H 0.381
10 H 0.478
11 C -1.126
12 H 0.477
13 H 0.383
14 C -0.896
15 H 0.483
16 H 0.378
17 C 0.542
18 C -1.174
19 H 0.447
20 H 0.084
21 H 0.218
22 C 0.464
23 C -1.427
24 H 0.469
25 H 0.242
26 H 0.257
27 C 0.434
28 C -1.422
29 H 0.466
30 H 0.253
31 H 0.242
32 C 0.531
33 C -1.176
34 H 0.462
35 H 0.210
36 H 0.068
37 C 0.328
38 C -1.382
39 H 0.220
40 H 0.328
41 H 0.450
42 C -1.379
43 H 0.450
44 H 0.323
45 H 0.218
46 C -1.636
47 H 0.481
48 H 0.279
49 H 0.361
50 C -1.658
51 H 0.277
52 H 0.487
53 H 0.367
54 H 0.371
55 H 0.371
56 H 0.399
57 H 0.380
58 O -0.148
59 H 0.339
60 H -0.021
61 C -1.128
62 C -0.383
63 C 0.338
64 N -0.208
65 H 0.331
66 H 0.367
67 H 0.293
68 H 0.293
69 H 0.328

=====

Below is C20H43N2P3S2V as an isolated structure in a non-equilibrium geometry, with properties calculated with ωB97M-V/def2-TZVPD.

Cartesian coordinates (Å):
V1 0.277 0.295 0.391
P1 1.808 1.769 1.303
P2 -1.216 0.826 2.176
P3 -1.413 2.493 -1.371
H1 0.476 -3.999 -6.393
C1 0.667 -3.070 -6.968
C2 1.893 -2.536 -7.017
H2 2.725 -2.991 -6.464
C3 3.010 0.607 2.027
C4 1.445 2.963 2.638
C5 2.821 2.768 0.166
C6 -2.617 -0.309 1.877
C7 -0.698 0.391 3.896
C8 -2.093 2.401 2.560
C9 -1.038 2.652 -3.110
C10 -0.775 3.880 -0.447
C11 -3.174 2.290 -1.170
H3 -0.168 -2.669 -7.556
H4 2.111 -1.680 -7.657
H5 2.891 -0.406 1.613
H6 2.882 0.567 3.118
H7 4.013 0.981 1.781
H8 1.013 2.470 3.517
H9 0.737 3.722 2.282
H10 2.384 3.458 2.924
H11 3.238 2.149 -0.638
H12 3.632 3.223 0.753
H13 2.214 3.557 -0.293
H14 -3.327 -0.233 2.712
H15 -2.259 -1.341 1.780
H16 -3.120 -0.031 0.941
H17 -1.318 0.942 4.621
H18 0.358 0.639 4.065
H19 -0.801 -0.685 4.076
H20 -2.753 2.228 3.423
H21 -2.707 2.741 1.718
H22 -1.382 3.186 2.843
H23 -1.664 3.458 -3.524
H24 -1.247 1.717 -3.639
H25 0.022 2.886 -3.256
H26 -1.229 4.796 -0.843
H27 0.318 3.930 -0.541
H28 -1.015 3.776 0.619
H29 -3.671 2.990 -1.859
H30 -3.484 2.481 -0.136
H31 -3.445 1.260 -1.443
C12 0.665 -0.877 -2.586
C13 -0.711 -1.142 -2.535
C14 -1.255 -2.157 -3.326
C15 -0.397 -3.016 -4.021
C16 0.993 -2.870 -3.919
C17 1.528 -1.764 -3.276
S1 1.341 0.528 -1.838
H32 -0.803 1.244 -0.848
H33 -1.348 -0.539 -1.884
H34 -2.329 -2.282 -3.385
H35 -0.800 -3.789 -4.669
H36 1.648 -3.583 -4.419
H37 2.590 -1.549 -3.262
S2 0.629 -2.007 0.934
C18 0.410 -2.656 2.516
N1 -0.434 -3.635 2.893
C19 -0.199 -4.079 4.257
C20 0.863 -3.107 4.753
N2 1.156 -2.308 3.578
H38 -1.049 -4.104 2.239
H39 0.166 -5.111 4.282
H40 -1.115 -4.041 4.850
H41 1.753 -3.625 5.117
H42 0.494 -2.465 5.561
H43 1.882 -1.607 3.498

Results
LUMO level (spin up / spin down)   -10.77 / -9.68 eV
Electronic energy   -99616.631 eV
Multiplicity   3
HOMO energy (spin up / spin down)   -0.5540 / -0.5543 Eh
Relative energy (zero: lowest compared OMol25 entry of this formula, charge and spin)   29.8 kcal per mole
Orbital gap (spin up / spin down)   4.3070 / 5.4015 eV
Net charge   +3

And the Mulliken charges, in e, turn out to be:
1 V -0.352
2 P 1.478
3 P 1.140
4 P 1.702
5 H 0.323
6 C -0.516
7 C -0.505
8 H 0.251
9 C -1.468
10 C -1.272
11 C -1.393
12 C -0.974
13 C -1.199
14 C -1.453
15 C -1.169
16 C -0.863
17 C -1.117
18 H 0.245
19 H 0.266
20 H 0.432
21 H 0.330
22 H 0.496
23 H 0.367
24 H 0.321
25 H 0.487
26 H 0.500
27 H 0.518
28 H 0.357
29 H 0.437
30 H 0.282
31 H 0.280
32 H 0.488
33 H 0.306
34 H 0.262
35 H 0.566
36 H 0.261
37 H 0.393
38 H 0.495
39 H 0.376
40 H 0.443
41 H 0.552
42 H 0.060
43 H 0.143
44 H 0.468
45 H 0.340
46 H 0.397
47 C 1.003
48 C 0.009
49 C -1.167
50 C -0.697
51 C -0.937
52 C -0.683
53 S -0.284
54 H -0.744
55 H 0.293
56 H 0.467
57 H 0.482
58 H 0.864
59 H 0.451
60 S -0.393
61 C 0.204
62 N -0.073
63 C -0.515
64 C -0.485
65 N 0.086
66 H 0.250
67 H 0.350
68 H 0.317
69 H 0.370
70 H 0.293
71 H 0.060

=====

Below is C20H43O2P3Sm as an isolated structure in a non-equilibrium geometry, with properties calculated with ωB97M-V/def2-TZVPD.

Cartesian coordinates (Å):
Sm1 -0.523 -0.215 0.898
P1 1.874 1.139 2.138
P2 -1.208 2.358 -0.257
P3 1.854 -0.538 -0.838
H1 -1.820 -2.525 0.559
C1 -0.758 -2.773 0.417
C2 0.119 -2.747 1.470
H2 -0.215 -2.482 2.478
C3 1.728 1.825 3.825
C4 2.699 2.623 1.430
C5 3.332 0.045 2.458
C6 -2.502 2.149 -1.564
C7 -2.003 3.716 0.723
C8 0.009 3.287 -1.285
C9 2.733 -2.142 -0.808
C10 3.093 0.680 -1.417
C11 0.996 -0.763 -2.440
H3 -0.524 -3.262 -0.538
H4 1.132 -3.165 1.432
H5 1.313 1.090 4.526
H6 1.072 2.705 3.825
H7 2.722 2.134 4.192
H8 2.001 3.468 1.463
H9 2.996 2.482 0.388
H10 3.591 2.882 2.020
H11 2.993 -0.848 3.002
H12 4.066 0.583 3.079
H13 3.809 -0.290 1.529
H14 -2.781 3.175 -1.832
H15 -3.362 1.621 -1.125
H16 -2.185 1.639 -2.490
H17 -2.293 4.545 0.068
H18 -1.303 4.098 1.481
H19 -2.900 3.322 1.225
H20 -0.469 4.200 -1.646
H21 0.279 2.641 -2.128
H22 0.900 3.548 -0.702
H23 3.046 -2.385 -1.835
H24 2.063 -2.931 -0.440
H25 3.612 -2.086 -0.151
H26 3.501 0.313 -2.369
H27 3.902 0.804 -0.687
H28 2.589 1.640 -1.592
H29 1.704 -1.101 -3.210
H30 0.508 0.173 -2.753
H31 0.239 -1.539 -2.311
C12 -2.013 -1.835 -3.477
C13 -2.957 -1.143 -4.264
C14 -3.306 -1.702 -5.500
C15 -2.698 -2.887 -5.959
C16 -1.623 -3.427 -5.247
C17 -1.203 -2.821 -4.044
O1 -1.781 -1.515 -2.123
H32 -2.578 -1.263 -1.626
H33 -3.371 -0.193 -3.920
H34 -4.033 -1.179 -6.132
H35 -3.073 -3.351 -6.876
H36 -1.090 -4.294 -5.628
H37 -0.271 -3.134 -3.558
C18 -0.390 -1.462 4.859
C19 -1.177 -0.378 4.237
C20 -1.918 0.568 5.087
O2 -1.234 -0.261 2.963
H38 -0.305 -1.288 5.944
H39 0.632 -1.520 4.435
H40 -0.892 -2.435 4.692
H41 -1.761 1.607 4.770
H42 -2.997 0.358 5.034
H43 -1.592 0.456 6.129

Results
LUMO level (spin up / spin down)   -10.91 / -10.23 eV
Electronic energy   -71277.281 eV
Multiplicity   6
HOMO energy (spin up / spin down)   -0.5710 / -0.5711 Eh
Relative energy (zero: lowest compared OMol25 entry of this formula, charge and spin)   0.0 kcal per mole
Orbital gap (spin up / spin down)   4.6267 / 5.3111 eV
Net charge   +3

And the Mulliken charges, in e, turn out to be:
1 Sm 0.492
2 P 1.017
3 P 0.671
4 P 1.055
5 H 0.700
6 C -0.841
7 C -0.692
8 H 0.414
9 C -1.263
10 C -1.332
11 C -1.155
12 C -1.209
13 C -1.201
14 C -1.164
15 C -1.457
16 C -1.366
17 C -0.583
18 H 0.280
19 H 0.406
20 H 0.333
21 H 0.363
22 H 0.458
23 H 0.462
24 H 0.292
25 H 0.460
26 H 0.293
27 H 0.491
28 H 0.271
29 H 0.453
30 H 0.432
31 H 0.250
32 H 0.443
33 H 0.369
34 H 0.399
35 H 0.513
36 H 0.303
37 H 0.281
38 H 0.452
39 H 0.319
40 H 0.389
41 H 0.528
42 H 0.451
43 H 0.288
44 H 0.571
45 H 0.315
46 H -0.670
47 C 0.586
48 C -0.473
49 C -0.577
50 C -0.481
51 C -0.678
52 C -0.080
53 O -0.135
54 H 0.293
55 H 0.273
56 H 0.386
57 H 0.415
58 H 0.391
59 H 0.332
60 C -1.179
61 C 0.991
62 C -1.207
63 O -0.413
64 H 0.441
65 H 0.290
66 H 0.435
67 H 0.349
68 H 0.361
69 H 0.398

=====

Below is C20H44BKN3O3PSi2Te as an isolated structure, with properties calculated with ωB97M-V/def2-TZVPD.

Cartesian coordinates (Å):
K1 0.113 0.054 0.449
O1 3.530 -0.658 0.941
B1 2.798 -0.830 -0.307
O2 3.804 -0.822 -1.322
C1 5.023 -0.678 -0.732
C2 6.271 -0.626 -1.317
C3 7.368 -0.470 -0.469
C4 7.204 -0.374 0.908
C5 5.937 -0.428 1.489
C6 4.860 -0.580 0.641
H1 6.385 -0.707 -2.390
H2 8.364 -0.426 -0.890
H3 8.075 -0.256 1.540
H4 5.799 -0.358 2.560
C7 -5.486 -2.519 -0.541
Si1 -4.777 -3.990 0.380
C8 -4.567 -3.581 2.197
C9 -5.943 -5.451 0.205
C10 -3.114 -4.471 -0.357
Te1 -1.806 -2.781 -0.474
C11 0.078 -3.772 -0.212
Si2 0.557 -4.148 1.565
C12 -0.714 -5.279 2.363
C13 0.665 -2.575 2.584
C14 2.232 -4.986 1.533
H5 -6.465 -2.261 -0.128
H6 -5.622 -2.750 -1.600
H7 -4.856 -1.629 -0.472
H8 -5.535 -3.294 2.617
H9 -3.870 -2.758 2.361
H10 -4.206 -4.446 2.757
H11 -6.925 -5.231 0.630
H12 -5.547 -6.329 0.720
H13 -6.086 -5.714 -0.845
H14 -3.219 -4.890 -1.358
H15 -2.652 -5.225 0.282
H16 0.803 -3.075 -0.646
H17 0.066 -4.664 -0.841
H18 -1.697 -4.805 2.422
H19 -0.408 -5.514 3.386
H20 -0.818 -6.223 1.823
H21 -0.306 -2.077 2.659
H22 1.414 -1.901 2.161
H23 0.985 -2.824 3.599
H24 2.189 -5.912 0.955
H25 2.583 -5.234 2.538
H26 2.973 -4.331 1.070
C15 -1.194 4.414 -2.679
N1 -1.845 4.318 -1.377
C16 -3.301 4.248 -1.474
P1 -1.145 3.384 -0.193
O3 -1.408 1.926 -0.234
N2 0.494 3.636 -0.280
C17 1.376 2.850 -1.142
C18 1.045 4.942 0.047
N3 -1.727 4.063 1.194
C19 -2.141 3.225 2.309
C20 -2.099 5.459 1.347
H27 -1.656 5.226 -3.242
H28 -1.288 3.493 -3.265
H29 -0.139 4.647 -2.560
H30 -3.675 5.151 -1.960
H31 -3.740 4.182 -0.480
H32 -3.627 3.376 -2.050
H33 0.971 1.875 -1.408
H34 2.327 2.680 -0.637
H35 1.570 3.388 -2.077
H36 0.480 5.401 0.854
H37 1.049 5.625 -0.811
H38 2.075 4.823 0.387
H39 -1.782 2.209 2.173
H40 -3.233 3.191 2.385
H41 -1.743 3.622 3.246
H42 -1.832 6.026 0.460
H43 -1.592 5.898 2.211
H44 -3.179 5.558 1.508

Results
LUMO level   0.08 eV
Electronic energy   -81410.012 eV
Multiplicity   1
HOMO energy   -0.2216 Eh
Relative energy (zero: lowest compared OMol25 entry of this formula, charge and spin)   13.2 kcal per mole
Orbital gap   6.1078 eV

And the Mulliken charges, in e, turn out to be:
1 K 0.781
2 O -0.319
3 B -0.189
4 O -0.727
5 C 0.819
6 C -0.938
7 C -0.488
8 C -0.500
9 C -0.916
10 C 0.667
11 H 0.425
12 H 0.374
13 H 0.364
14 H 0.434
15 C -0.946
16 Si 0.152
17 C -0.920
18 C -1.020
19 C -0.794
20 Te 0.215
21 C -0.625
22 Si 0.190
23 C -0.724
24 C -0.585
25 C -0.932
26 H 0.306
27 H 0.310
28 H 0.284
29 H 0.336
30 H 0.279
31 H 0.307
32 H 0.300
33 H 0.305
34 H 0.312
35 H 0.527
36 H 0.180
37 H 0.193
38 H 0.470
39 H -0.065
40 H 0.354
41 H 0.307
42 H 0.239
43 H 0.025
44 H 0.352
45 H 0.307
46 H 0.311
47 H 0.240
48 C -0.856
49 N 0.217
50 C -1.025
51 P 0.464
52 O -0.983
53 N 0.455
54 C -1.062
55 C -0.870
56 N 0.365
57 C -0.897
58 C -1.259
59 H 0.346
60 H 0.302
61 H 0.184
62 H 0.349
63 H 0.334
64 H 0.322
65 H 0.271
66 H 0.312
67 H 0.296
68 H 0.206
69 H 0.299
70 H 0.362
71 H 0.170
72 H 0.302
73 H 0.300
74 H 0.383
75 H 0.361
76 H 0.377